Entry 1:
The following is a DFT calculation (wB97M-V/def2-TZVPD) of a molecular structure, C43H46LiO19S in a non-equilibrium geometry.

Structure (ORCA input):
```
! RIJCOSX wB97M-V def2-TZVPD def2/J DEFGRID3
* xyz -1 1
Li 6.779 31.237 13.701
S 6.549 28.819 11.918
O 6.801 30.238 12.184
O 5.167 28.673 11.286
O 7.588 28.309 10.982
O 6.618 28.160 13.233
C 4.338 26.313 15.321
O 4.703 27.671 15.070
H 3.736 26.300 16.148
H 4.885 25.475 15.230
H 3.797 26.192 14.348
H 5.139 27.853 14.261
C 3.120 28.470 7.312
C 3.448 28.667 5.975
C 4.818 28.478 5.534
C 5.895 28.244 6.359
C 5.496 28.124 7.791
C 4.162 28.174 8.247
O 3.809 27.678 9.466
O 5.221 28.717 4.204
H 2.227 28.558 7.744
H 2.808 28.772 5.226
H 6.824 28.221 6.028
H 6.272 28.109 8.468
H 4.199 28.040 10.247
H 6.146 28.387 3.960
C 1.135 32.090 13.365
C 1.964 31.847 12.279
C 2.940 30.851 12.275
C 3.027 29.990 13.345
C 2.303 30.308 14.489
C 1.350 31.318 14.569
O 0.684 31.486 15.736
O 3.636 30.738 11.145
H 0.561 32.999 13.534
H 1.849 32.335 11.357
H 3.806 29.135 13.258
H 2.410 29.601 15.445
H 1.226 30.970 16.438
H 4.283 29.821 10.918
C 10.563 29.583 10.200
C 11.859 30.081 10.366
C 12.439 30.539 9.215
C 11.792 30.372 7.963
C 10.480 29.900 7.977
C 9.870 29.554 9.110
O 8.584 29.043 8.960
O 13.683 31.157 9.219
H 10.159 29.280 11.013
H 12.290 30.365 11.320
H 12.024 30.949 7.107
H 9.821 30.185 7.058
H 7.968 28.516 9.869
H 13.864 31.966 8.605
C 8.411 22.601 10.521
C 8.010 23.845 9.893
C 8.699 24.973 9.966
C 9.878 25.105 10.729
C 10.442 23.908 11.357
C 9.664 22.721 11.268
O 10.032 21.613 12.018
O 8.252 26.195 9.531
H 7.860 21.702 10.449
H 7.259 23.600 9.062
H 10.485 26.044 10.970
H 11.127 24.041 12.020
H 11.009 21.444 12.208
H 8.175 26.797 10.353
C 11.521 25.056 14.990
C 10.141 25.372 15.363
C 9.503 26.332 14.600
C 10.037 26.971 13.510
C 11.419 26.864 13.277
C 12.117 25.945 14.099
O 13.490 25.888 13.904
O 8.211 26.695 15.017
H 12.119 24.430 15.485
H 9.581 24.905 16.172
H 9.452 27.700 13.033
H 11.989 27.421 12.535
H 13.974 26.603 13.475
H 7.745 27.249 14.297
C 9.112 29.836 17.930
C 8.579 29.425 16.653
C 7.340 30.022 16.356
C 6.820 30.973 17.178
C 7.352 31.346 18.438
C 8.485 30.732 18.756
O 9.033 31.194 19.894
O 6.647 29.764 15.203
H 10.064 29.574 18.045
H 9.099 28.672 16.080
H 6.006 31.264 16.754
H 7.053 31.973 19.190
H 8.450 31.339 20.641
H 6.655 28.755 14.611
C 6.152 31.822 9.207
C 5.021 32.220 8.423
C 4.836 33.489 8.188
C 5.736 34.407 8.647
C 6.781 34.058 9.486
C 6.932 32.774 9.789
O 7.856 32.280 10.742
O 3.833 33.760 7.172
H 6.366 30.795 9.401
H 4.469 31.356 8.061
H 5.600 35.508 8.364
H 7.507 34.932 9.821
H 7.752 31.711 11.435
H 4.167 34.078 6.328
*
```

## Properties
relative energy (zero: lowest compared OMol25 entry of this formula, charge and spin)	185.9	kJ/mol
HOMO level	-5.3	eV
DFT total energy	-95271.86875	eV
Kohn-Sham gap	6.672	eV
LUMO energy	1.33	eV
F_max	9.11	eV Å⁻¹



Entry 2:
The following is a DFT calculation (wB97M-V/def2-TZVPD) of a molecular structure, C43H47BaClN6O4S.

Structure (ORCA input):
```
! RIJCOSX wB97M-V def2-TZVPD def2/J DEFGRID3
* xyz -2 1
Ba -0.480 0.195 0.140
C 3.662 1.399 -2.506
C 2.480 0.644 -1.973
N 2.199 0.676 -0.643
N 2.991 1.280 0.131
C 2.509 1.279 1.557
O 1.283 0.775 1.774
C 2.652 2.740 2.020
C 3.789 3.491 1.735
C 3.900 4.803 2.171
C 2.869 5.387 2.897
C 1.731 4.645 3.180
C 1.628 3.331 2.744
C 1.682 -0.171 -2.813
C 2.007 -0.329 -4.198
C 1.269 -1.158 -4.997
C 0.175 -1.856 -4.472
C -0.104 -1.639 -3.138
N 0.596 -0.853 -2.328
H 3.894 2.206 -1.811
H 3.462 1.835 -3.487
H 4.566 0.778 -2.593
H 4.579 3.043 1.145
H 4.789 5.377 1.934
H 2.950 6.416 3.231
H 0.915 5.093 3.735
H 0.749 2.734 2.945
H 2.855 0.197 -4.611
H 1.536 -1.269 -6.044
H -0.442 -2.508 -5.073
H -0.957 -2.133 -2.676
C -0.462 -0.827 3.864
C 0.239 -2.127 4.266
C -0.787 -3.215 4.605
C 1.310 -2.624 3.305
C 2.545 -2.970 3.846
C 3.598 -3.388 3.052
C 3.430 -3.441 1.677
C 2.215 -3.111 1.092
C 2.033 -3.116 -0.412
C 3.293 -2.731 -1.182
C 1.493 -4.458 -0.911
C 1.140 -2.742 1.919
N -0.095 -2.399 1.325
C -1.028 -3.276 1.267
C -2.353 -3.012 0.804
C -3.408 -3.931 0.768
C -4.526 -3.213 0.341
C -4.080 -1.893 0.129
N -2.775 -1.766 0.410
C -4.888 -0.720 -0.387
C -4.570 0.538 0.424
C -6.385 -1.019 -0.282
C -4.531 -0.460 -1.857
H -0.994 -0.428 4.732
H -1.204 -1.003 3.082
H 0.259 -0.091 3.505
H 0.788 -1.905 5.188
H -1.464 -3.388 3.767
H -1.394 -2.905 5.460
H -0.298 -4.160 4.853
H 2.693 -2.860 4.915
H 4.557 -3.624 3.497
H 4.266 -3.719 1.046
H 1.288 -2.355 -0.644
H 4.063 -3.505 -1.116
H 3.704 -1.789 -0.814
H 3.045 -2.595 -2.237
H 2.217 -5.256 -0.716
H 1.310 -4.413 -1.988
H 0.556 -4.723 -0.419
H -0.840 -4.299 1.620
H -3.352 -4.977 1.036
H -5.529 -3.589 0.206
H -4.753 0.381 1.489
H -5.175 1.382 0.081
H -3.528 0.815 0.287
H -6.671 -1.233 0.750
H -6.659 -1.879 -0.897
H -6.961 -0.158 -0.631
H -3.477 -0.210 -1.974
H -5.111 0.378 -2.255
H -4.739 -1.346 -2.462
Cl 3.472 0.497 4.067
C 3.589 0.423 2.259
H 3.424 -0.615 1.978
H 4.598 0.744 2.012
O 0.261 3.540 -0.629
S -1.158 3.500 -0.879
O -2.014 3.743 0.260
N -1.572 2.131 -1.619
C -1.985 2.326 -2.898
O -2.335 1.475 -3.698
C -1.999 3.801 -3.261
C -2.380 4.370 -4.461
C -2.324 5.753 -4.581
C -1.893 6.544 -3.518
C -1.508 5.968 -2.313
C -1.575 4.592 -2.217
H -2.707 3.733 -5.273
H -2.615 6.227 -5.510
H -1.855 7.621 -3.634
H -1.164 6.569 -1.481
*
```

## Properties
relative energy (zero: lowest compared OMol25 entry of this formula, charge and spin)	0.0	kJ/mol
HOMO level	-1.1	eV
DFT total energy	-86541.36684	eV
Kohn-Sham gap	5.261	eV
LUMO energy	4.13	eV
F_max	0.44	eV Å⁻¹